# 1
C49H55AuN4O8S2 | ωB97M-V/def2-TZVPD

Structure (ORCA input):
```
! wB97M-V def2-TZVPD RIJCOSX def2/J DEFGRID3
* xyz -2 3
Au -0.068 0.370 -0.029
C 3.795 3.678 -0.786
C 3.938 2.476 0.153
C 4.759 2.859 1.387
C 4.524 1.277 -0.570
C 5.720 1.410 -1.266
C 6.252 0.357 -1.994
C 5.543 -0.833 -2.070
C 4.339 -1.012 -1.396
C 3.577 -2.307 -1.609
C 3.169 -3.050 -0.332
C 2.364 -2.059 -2.508
C 3.863 0.034 -0.583
N 2.711 -0.129 0.197
C 2.853 -0.324 1.476
C 1.774 -0.257 2.438
N 0.511 0.041 2.137
C -0.357 0.410 3.190
C -1.306 -0.486 3.711
C -2.108 -0.059 4.767
C -1.987 1.206 5.317
C -1.057 2.081 4.783
C -0.249 1.711 3.714
C 0.704 2.740 3.125
C -0.015 4.058 2.829
C 1.907 2.994 4.038
C -1.531 -1.917 3.238
C -2.502 -1.960 2.055
C -0.270 -2.734 2.961
C 2.340 -0.548 3.769
C 1.846 -0.630 5.051
C 2.735 -0.943 6.114
C 4.073 -1.170 5.927
C 4.615 -1.092 4.614
C 5.969 -1.304 4.238
C 6.336 -1.202 2.922
C 5.409 -0.878 1.893
C 4.100 -0.660 2.233
C 3.731 -0.782 3.590
H 3.125 4.422 -0.353
H 3.363 3.381 -1.741
H 4.767 4.149 -0.972
H 2.934 2.204 0.481
H 5.803 3.041 1.113
H 4.742 2.077 2.147
H 4.364 3.776 1.831
H 6.239 2.362 -1.240
H 7.189 0.473 -2.526
H 5.921 -1.650 -2.677
H 4.268 -2.961 -2.155
H 2.296 -2.587 0.128
H 3.979 -3.070 0.400
H 2.908 -4.083 -0.583
H 1.691 -1.338 -2.046
H 1.803 -2.985 -2.668
H 2.673 -1.668 -3.480
H -2.835 -0.755 5.175
H -2.618 1.510 6.144
H -0.964 3.081 5.190
H 1.070 2.346 2.174
H -0.269 4.584 3.756
H -0.928 3.895 2.255
H 0.624 4.711 2.232
H 1.571 3.335 5.023
H 2.539 3.776 3.611
H 2.516 2.102 4.182
H -2.032 -2.405 4.082
H -2.143 -1.359 1.222
H -3.480 -1.567 2.345
H -2.632 -2.988 1.703
H 0.209 -2.425 2.034
H -0.547 -3.789 2.868
H 0.452 -2.644 3.775
H 0.805 -0.450 5.274
H 2.327 -0.999 7.117
H 4.717 -1.404 6.768
H 6.707 -1.544 4.996
H 7.371 -1.365 2.647
H 5.759 -0.803 0.873
O -0.954 4.419 -2.308
S -0.623 4.156 -0.916
O -1.771 3.952 -0.053
O 0.395 5.025 -0.360
S 0.395 2.286 -1.133
O -2.590 1.264 1.115
C -3.748 1.252 0.784
C -4.779 2.228 1.298
C -4.921 3.325 0.222
C -5.207 2.855 -1.216
C -4.008 2.225 -1.952
C -3.695 0.762 -1.562
N -4.237 0.431 -0.237
H -4.448 2.662 2.240
H -5.731 1.708 1.454
H -3.982 3.884 0.205
H -5.708 4.016 0.540
H -5.509 3.741 -1.781
H -6.077 2.183 -1.239
H -3.131 2.849 -1.766
H -4.191 2.270 -3.029
H -2.624 0.582 -1.548
H -4.124 0.052 -2.270
H -5.245 0.491 -0.263
O -1.713 -1.709 -1.904
C -1.030 -2.305 -1.078
O -0.251 -1.817 -0.196
C -1.071 -3.831 -1.088
C -0.276 -4.584 -0.232
C -0.328 -5.969 -0.260
C -1.188 -6.576 -1.158
C -1.991 -5.854 -2.026
C -1.922 -4.473 -1.983
N -1.253 -8.048 -1.195
O -2.022 -8.570 -1.983
O -0.534 -8.675 -0.439
H 0.384 -4.069 0.452
H 0.283 -6.572 0.395
H -2.646 -6.372 -2.710
H -2.523 -3.854 -2.636
*
```

* LUMO (spin up / spin down): 0.1154 / 0.1154 Ha
* orbital gap (spin up / spin down): 4.48 / 6.20 eV
* energy: -3653.2863 Ha

***

# 2
C3H12N3O | ωB97M-V/def2-TZVPD

Structure (ORCA input):
```
! wB97M-V def2-TZVPD RIJCOSX def2/J DEFGRID3
* xyz 1 1
C 0.142 -1.989 0.563
N 1.297 -1.496 1.303
C 1.235 -0.099 1.643
O 2.482 0.315 2.123
H -0.703 -2.165 1.224
H 0.384 -2.955 0.125
H -0.085 -1.291 -0.260
H 2.150 -1.678 0.794
H 1.003 0.555 0.780
H 0.439 0.057 2.379
H 2.711 -0.328 2.792
N -0.606 1.290 -1.638
C -1.871 0.992 -1.489
N -2.744 1.053 -2.464
H -0.284 1.736 -2.481
H 0.025 1.116 -0.871
H -2.207 0.624 -0.533
H -3.703 0.821 -2.257
H -2.556 1.422 -3.376
*
```

* LUMO: -0.1451 Ha
* orbital gap: 8.29 eV
* energy: -360.7534 Ha

***

# 3
C2HF3N2 | ωB97M-V/def2-TZVPD

Structure (ORCA input):
```
! wB97M-V def2-TZVPD RIJCOSX def2/J DEFGRID3
* xyz 0 1
C 0.184 1.789 1.292
C -0.131 -1.025 -0.723
N 0.344 0.642 0.893
N 0.562 -0.818 0.438
F 0.227 -2.208 -1.227
F -1.487 -1.057 -0.592
F 0.077 -0.106 -1.711
H 0.224 2.783 1.629
*
```

* LUMO: -0.0048 Ha
* orbital gap: 9.74 eV
* energy: -485.7857 Ha

***

# 4
C5H38O16 | ωB97M-V/def2-TZVPD

Structure (ORCA input):
```
! wB97M-V def2-TZVPD RIJCOSX def2/J DEFGRID3
* xyz 0 1
O -4.467 -0.037 0.986
C -4.260 0.201 -0.197
C -3.301 -0.617 -0.946
C -2.041 0.184 -1.361
C -1.210 0.811 -0.247
C -0.571 -0.293 0.552
O 0.446 -0.964 -0.134
H -4.891 0.954 -0.630
H -3.149 -1.556 -0.404
H -3.758 -1.018 -1.866
H -1.326 -0.337 -1.976
H -2.438 1.109 -1.843
H -1.847 1.491 0.323
H -0.288 1.366 -0.597
H -0.268 0.196 1.515
H -1.431 -1.004 0.756
H 3.493 -0.395 0.094
H 0.303 0.571 -3.422
H 0.861 1.549 -4.614
O 0.219 1.418 -3.894
H 1.013 -0.812 -1.780
H 1.752 -1.274 -3.055
O 1.338 -0.505 -2.657
H -1.478 -2.623 0.486
H -2.599 -3.537 0.907
O -1.816 -3.516 0.354
H 3.404 0.565 2.144
H 3.539 1.159 3.513
O 3.796 1.330 2.609
H 3.062 3.471 1.733
H 3.347 3.371 0.220
O 2.787 3.801 0.877
H -0.199 -2.784 -1.538
H -0.618 -3.660 -2.758
O -0.414 -2.743 -2.482
H 2.365 2.954 -1.496
H 1.987 1.517 -1.621
O 2.670 2.083 -1.213
H 1.869 -1.501 3.841
H 0.918 -0.540 2.960
O 1.827 -0.688 3.271
H 2.849 1.023 0.034
H 1.434 -0.706 0.159
O 2.824 0.153 0.530
H -0.025 -5.072 2.099
H 0.570 -4.322 0.875
O 0.390 -4.266 1.807
H 1.439 4.760 -0.549
H 0.517 4.520 -1.822
O 1.394 4.425 -1.439
H -3.345 -0.896 2.552
H -3.150 -1.723 3.725
O -2.667 -1.512 2.919
H 0.018 -2.214 4.188
H 0.785 -3.335 3.462
O 0.780 -2.784 4.251
H -1.167 4.530 -3.611
H -0.251 3.558 -2.847
O -1.017 4.167 -2.745
*
```

* LUMO: 0.0034 Ha
* orbital gap: 10.38 eV
* energy: -1417.1088 Ha

***

# 5
C2H14O4S | ωB97M-V/def2-TZVPD

Structure (ORCA input):
```
! wB97M-V def2-TZVPD RIJCOSX def2/J DEFGRID3
* xyz -1 2
C -0.058 2.570 -1.520
S 1.410 2.435 -0.431
C 2.805 3.251 -1.353
H 0.071 1.948 -2.395
H -0.946 2.204 -1.011
H -0.083 3.649 -1.845
H 2.351 3.831 -2.160
H 3.478 2.489 -1.753
H 3.410 4.054 -0.932
H -2.652 -2.591 -1.539
H -3.535 -3.410 -0.723
O -3.030 -3.486 -1.547
H -1.202 -0.992 0.095
H -0.953 0.249 0.788
O -1.732 -0.229 0.426
H -2.967 -2.913 2.130
H -3.521 -1.540 1.640
O -3.760 -2.460 1.826
H 4.237 -3.160 3.927
H 3.356 -2.787 2.736
O 3.323 -3.111 3.641
*
```

* LUMO (spin up / spin down): 0.1125 / 0.1134 Ha
* orbital gap (spin up / spin down): 2.63 / 8.89 eV
* energy: -783.6848 Ha

***

# 6
C25H21Br2MnN5O5SSe | ωB97M-V/def2-TZVPD

Structure (ORCA input):
```
! wB97M-V def2-TZVPD RIJCOSX def2/J DEFGRID3
* xyz 1 5
Mn -0.335 -0.496 1.231
C 1.846 -1.737 3.877
C 0.920 -2.763 3.292
C 1.037 -4.119 3.665
C 0.186 -5.050 3.148
C -0.813 -4.654 2.233
C -1.758 -5.511 1.609
Br -1.742 -7.360 1.978
C -2.672 -5.015 0.730
C -2.689 -3.637 0.412
Br -3.945 -2.979 -0.818
C -1.797 -2.783 0.988
O -1.761 -1.461 0.727
C -0.861 -3.291 1.912
N -0.004 -2.366 2.444
H 2.729 -2.206 4.306
H 1.343 -1.184 4.675
H 2.169 -1.036 3.110
H 1.813 -4.407 4.360
H 0.274 -6.092 3.424
H -3.390 -5.671 0.258
Se -1.812 1.220 4.586
N -0.527 2.366 4.935
C 0.399 2.231 3.999
C 1.629 2.945 3.832
C 2.405 2.623 2.763
C 2.018 1.598 1.840
N 0.913 0.923 1.973
C 0.104 1.240 3.029
N -1.021 0.571 3.137
H 1.917 3.715 4.535
H 3.339 3.137 2.588
H 2.646 1.342 0.994
C -2.813 4.972 -2.523
C -1.667 4.109 -2.977
C -0.520 3.975 -2.203
C 0.527 3.157 -2.606
C 0.424 2.479 -3.810
C -0.705 2.610 -4.612
C -1.743 3.416 -4.186
S 1.756 1.473 -4.360
O 2.179 1.869 -5.669
O 2.723 1.411 -3.293
N 0.983 0.045 -4.570
C 0.331 -0.608 -3.439
C 1.268 -1.048 -2.304
C 0.734 -0.805 -0.929
O 1.126 -1.487 0.058
O -0.109 0.129 -0.707
H -2.494 5.694 -1.773
H -3.605 4.359 -2.087
H -3.250 5.519 -3.358
H -0.440 4.531 -1.276
H 1.426 3.051 -2.015
H -0.757 2.089 -5.559
H -2.625 3.524 -4.806
H 1.573 -0.565 -5.129
H -0.181 -1.475 -3.852
H -0.438 0.061 -3.054
H 2.201 -0.478 -2.361
H 1.538 -2.101 -2.368
*
```

* LUMO (spin up / spin down): -0.1958 / -0.1973 Ha
* orbital gap (spin up / spin down): 5.56 / 5.61 eV
* energy: -10713.7550 Ha

***

# 7
C14H24Cl21O2PS | ωB97M-V/def2-TZVPD

Structure (ORCA input):
```
! wB97M-V def2-TZVPD RIJCOSX def2/J DEFGRID3
* xyz 0 1
C 1.531 -0.426 -2.660
C 2.954 -0.974 -2.350
C 2.996 -1.988 -1.181
C 2.122 -3.264 -1.469
C 2.925 -4.063 -2.574
O 2.386 -3.753 -3.874
C 2.164 -4.982 -4.565
O 2.034 -4.147 -0.378
C 1.177 -3.801 0.706
P 0.093 -2.279 0.694
S -1.701 -2.610 1.451
H 1.206 0.366 -1.960
H 1.555 0.040 -3.670
H 0.737 -1.198 -2.682
H 3.582 -0.106 -2.035
H 3.430 -1.353 -3.280
H 4.041 -2.345 -1.064
H 2.704 -1.561 -0.196
H 1.168 -3.018 -1.975
H 2.806 -5.155 -2.393
H 4.012 -3.850 -2.542
H 3.098 -5.588 -4.530
H 1.347 -5.571 -4.086
H 1.916 -4.831 -5.631
H 1.809 -3.736 1.628
H 0.504 -4.672 0.885
H -0.082 -1.626 -0.550
H 0.705 -1.321 1.581
Cl 0.248 3.830 -2.121
C -1.508 4.049 -2.072
Cl -2.017 5.238 -3.275
Cl -2.335 2.502 -2.319
H -1.779 4.416 -1.098
Cl -0.627 2.083 0.916
C -0.224 1.952 2.633
Cl 0.361 0.339 3.078
Cl 0.967 3.178 3.081
H -1.131 2.137 3.197
Cl -4.058 3.074 3.549
C -4.064 1.922 4.894
Cl -2.558 0.999 4.964
Cl -4.342 2.765 6.422
H -4.878 1.224 4.739
Cl 7.187 -2.103 -0.773
C 6.968 -1.447 0.854
Cl 7.387 0.269 0.894
Cl 5.308 -1.696 1.406
H 7.634 -1.976 1.527
Cl -7.878 -2.126 4.045
C -6.436 -1.949 5.051
Cl -4.976 -1.962 4.056
Cl -6.522 -0.463 6.006
H -6.392 -2.790 5.733
Cl -0.863 8.050 0.120
C 0.410 6.841 0.321
Cl 1.481 7.277 1.657
Cl -0.288 5.238 0.583
H 0.997 6.809 -0.591
Cl -5.246 4.384 -0.172
C -5.772 3.967 -1.809
Cl -7.197 2.923 -1.761
Cl -6.107 5.431 -2.741
H -4.968 3.425 -2.295
*
```

* LUMO: 0.0102 Ha
* orbital gap: 8.79 eV
* SMILES string: CCC[C@@H](COC)OC[PH2]=S.ClC(Cl)Cl.ClC(Cl)Cl.ClC(Cl)Cl.ClC(Cl)Cl.ClC(Cl)Cl.ClC(Cl)Cl.ClC(Cl)Cl
* energy: -11101.7786 Ha

***

# 8
C23H38FN3O | ωB97M-V/def2-TZVPD

Structure (ORCA input):
```
! wB97M-V def2-TZVPD RIJCOSX def2/J DEFGRID3
* xyz 0 1
C -0.083 -5.275 2.753
C -0.420 -3.963 3.398
C -0.172 -3.809 4.752
C -0.558 -2.656 5.407
F -0.306 -2.533 6.733
C -1.217 -1.642 4.743
C -1.446 -1.781 3.388
C -1.035 -2.916 2.684
N -1.290 -3.078 1.319
C -0.169 -3.217 0.414
C 0.276 -1.868 -0.164
C -0.898 -1.215 -0.909
N -0.607 0.033 -1.596
C 0.057 -0.125 -2.873
C 0.016 1.200 -3.634
N 0.611 2.238 -2.827
C 0.999 3.433 -3.545
C 2.426 3.295 -4.093
C 3.457 3.013 -2.996
C 3.706 4.244 -2.129
C 4.770 2.538 -3.617
C -0.028 2.393 -1.538
C -1.511 2.825 -1.523
C -1.782 4.193 -2.139
O -0.972 5.162 -1.501
C 0.093 1.040 -0.822
C -2.052 -1.036 0.081
C -2.406 -2.392 0.706
H 0.956 -5.306 2.425
H -0.725 -5.451 1.894
H -0.223 -6.082 3.470
H 0.302 -4.601 5.312
H -1.534 -0.760 5.276
H -1.955 -0.983 2.873
H 0.668 -3.673 0.940
H -0.470 -3.879 -0.408
H 1.116 -2.025 -0.842
H 0.604 -1.222 0.652
H -1.235 -1.914 -1.686
H 1.114 -0.424 -2.752
H -0.459 -0.894 -3.453
H -1.028 1.426 -3.914
H 0.596 1.098 -4.554
H 0.321 3.642 -4.389
H 0.955 4.281 -2.862
H 2.691 4.210 -4.626
H 2.447 2.473 -4.812
H 3.054 2.214 -2.366
H 2.796 4.562 -1.630
H 4.074 5.069 -2.737
H 4.451 4.025 -1.367
H 5.505 2.327 -2.844
H 4.617 1.632 -4.199
H 5.177 3.303 -4.275
H 0.545 3.140 -0.979
H -1.823 2.858 -0.478
H -2.113 2.075 -2.033
H -2.845 4.439 -2.000
H -1.579 4.177 -3.218
H -1.186 6.031 -1.854
H 1.165 0.800 -0.717
H -0.348 1.113 0.172
H -1.761 -0.329 0.857
H -2.921 -0.630 -0.437
H -3.200 -2.282 1.446
H -2.779 -3.049 -0.091
*
```

* LUMO: 0.0286 Ha
* orbital gap: 8.53 eV
* SMILES string: Cc1cc(F)ccc1N1CCC(N2CCN(CCC(C)C)[C@@H](CCO)C2)CC1
* energy: -1238.5644 Ha